# 1
The following is a quantum chemistry calculation of C35H52BN3O8PSSi2 as an isolated structure in a non-equilibrium geometry, from the OMol25 dataset.

XYZ file:
```
103
C35H52BN3O8PSSi2 | the OMol25 dataset | ωB97M-V/def2-TZVPD
C 3.627 3.696 4.997
C 3.492 2.730 4.256
C 3.074 1.500 3.411
C 3.971 1.007 2.276
P 5.562 1.954 1.987
N 5.167 3.314 1.227
C 3.479 -0.172 1.475
C 4.424 -0.649 0.250
C 3.929 0.192 -1.030
O 3.573 -0.345 -2.086
N 3.831 1.661 -0.991
C 4.217 2.232 -2.321
C 2.433 2.092 -0.683
C 2.153 -0.891 1.743
C 1.652 -2.111 0.865
C 0.660 -1.502 -0.246
O -0.348 -0.947 0.196
C 1.314 -0.357 2.873
C 1.766 0.837 3.703
C 0.759 1.327 4.838
O 1.147 1.652 5.946
C -0.768 1.298 4.397
C -1.707 2.409 4.777
B -1.315 3.704 5.677
O -1.140 4.947 4.982
C -1.070 3.679 7.267
C -2.355 3.276 8.138
C -3.129 2.288 4.254
S -4.277 3.654 4.735
C -3.569 1.111 3.391
O -4.910 1.170 2.952
C -4.942 1.260 1.504
C -5.822 2.451 0.934
C -5.285 2.719 -0.562
C -3.880 3.526 -0.562
C -2.632 -0.036 3.033
C -3.117 -1.270 2.175
O -4.399 -1.735 2.658
O -4.267 -2.233 3.925
C -1.219 0.106 3.561
C -0.104 -0.981 3.236
O -0.295 -2.184 3.292
H 3.787 4.410 5.839
H 6.502 1.281 1.152
H 6.111 2.256 3.268
H 5.675 3.350 0.328
H 5.500 -0.394 0.472
H 4.349 -1.756 0.057
H 4.440 3.347 -2.218
H 5.095 1.669 -2.752
H 3.379 2.162 -3.089
H 1.820 2.305 -1.623
H 1.854 1.340 -0.070
H 2.454 3.062 -0.097
H 2.495 -2.622 0.318
H 1.071 -2.862 1.485
H 0.899 -1.554 -1.361
H -0.902 4.696 4.059
H -0.202 3.032 7.594
H -0.794 4.746 7.575
H -2.613 4.113 8.865
H -3.285 3.066 7.530
H -2.054 2.396 8.800
H -4.401 4.509 3.659
H -3.887 1.340 1.071
H -5.366 0.287 1.107
H -6.878 2.042 0.787
H -5.801 3.396 1.549
H -6.063 3.188 -1.230
H -5.031 1.701 -1.020
H -3.956 4.476 -1.168
H -3.635 3.708 0.532
H -3.065 2.865 -1.010
H -3.314 -0.891 1.121
H -2.397 -2.136 2.150
H -5.068 -1.980 4.428
C -2.121 -5.529 -7.250
Si -0.386 -5.054 -6.666
C 0.789 -5.336 -8.112
C 0.084 -6.241 -5.280
N -0.440 -3.422 -6.156
Si 0.939 -2.610 -5.553
C 2.331 -2.491 -6.816
C 1.632 -3.382 -3.989
C 0.414 -0.845 -5.115
H -2.139 -6.571 -7.589
H -2.843 -5.421 -6.437
H -2.434 -4.893 -8.081
H 0.611 -6.320 -8.561
H 1.833 -5.307 -7.793
H 0.640 -4.581 -8.888
H -0.486 -6.028 -4.373
H 1.150 -6.184 -5.045
H -0.129 -7.276 -5.576
H 2.839 -3.450 -6.945
H 3.084 -1.766 -6.486
H 1.951 -2.163 -7.786
H 0.838 -3.594 -3.269
H 2.344 -2.695 -3.514
H 2.166 -4.311 -4.202
H -0.373 -0.855 -4.357
H 0.039 -0.325 -6.000
H 1.267 -0.281 -4.719
```

As for the total charge: -1. The calculation puts the HOMO energy at -3.4 eV. For the HOMO-LUMO gap, the calculation gives 3.538 eV.


# 2
The following is a quantum chemistry calculation of a 2-piece molecular cluster, C3H2Br2S2 overall in a non-equilibrium geometry, from the OMol25 dataset.

XYZ file:
```
9
C3H2Br2S2 | the OMol25 dataset | ωB97M-V/def2-TZVPD
C 0.828 1.682 -0.750
C 1.437 0.892 -0.084
C -1.698 -0.945 0.314
S 2.283 -0.141 0.943
S -0.967 -1.000 1.681
Br 2.444 -1.921 -0.372
Br -3.571 -0.313 -0.055
H 0.355 2.557 -1.075
H -1.110 -0.811 -0.601
```

The calculation puts the energy above the lowest of the compared OMol25 structures with the same formula, charge and spin at 56.02 kcal per mole. The calculation puts the HOMO energy at -9.0 eV. For the HOMO-LUMO gap, the calculation gives 7.864 eV. The SMILES is C#CSBr.S=CBr.


# 3
The following is a quantum chemistry calculation of a 2-piece molecular cluster, C13H27O2P overall in a non-equilibrium geometry, from the OMol25 dataset.

XYZ file:
```
43
C13H27O2P | the OMol25 dataset | ωB97M-V/def2-TZVPD
C 0.564 -0.510 1.542
C 0.482 0.869 0.847
C 0.137 0.803 -0.679
C -1.234 0.137 -0.975
C -2.362 1.205 -0.808
C -3.728 0.533 -0.477
C -3.880 0.095 1.008
C -3.595 -1.403 1.312
C -4.209 -2.415 0.293
P -2.782 -3.236 -0.655
H -0.305 -1.155 1.354
H 1.470 -1.079 1.288
H 0.605 -0.335 2.630
H 1.447 1.379 0.939
H -0.328 1.446 1.317
H 0.088 1.844 -1.040
H 0.923 0.320 -1.280
H -1.276 -0.262 -1.996
H -1.458 -0.668 -0.263
H -2.094 1.850 0.040
H -2.461 1.772 -1.745
H -4.497 1.305 -0.658
H -3.920 -0.258 -1.215
H -4.856 0.423 1.389
H -3.135 0.677 1.581
H -4.061 -1.623 2.289
H -2.520 -1.547 1.478
H -4.777 -3.228 0.762
H -4.889 -1.935 -0.421
H -3.043 -4.639 -0.659
H -1.675 -3.139 0.246
O 3.803 2.977 0.581
C 4.303 2.050 0.019
O 3.583 1.091 -0.614
C 4.468 0.062 -1.090
C 5.831 0.721 -1.192
C 5.778 1.738 -0.062
H 4.457 -0.764 -0.375
H 4.114 -0.301 -2.053
H 6.657 0.015 -1.114
H 5.922 1.239 -2.148
H 6.100 1.310 0.889
H 6.352 2.633 -0.288
```

The calculation puts the energy above the lowest of the compared OMol25 structures with the same formula, charge and spin at 15.30 kcal per mole. The calculation puts the HOMO energy at -8.5 eV. For the HOMO-LUMO gap, the calculation gives 9.245 eV. The SMILES is CCCCCCCCCP.O=C1CCCO1.


Q: Which of these has the lowest HOMO?
A: C3H2Br2S2